# 1
The following is a quantum chemistry calculation of a structure of composition C34H38BClCrN6O8S2 at a distorted geometry, from the Open Molecules 2025 dataset.

LUMO energy (alpha / beta) = 2.13 / 2.13 eV
2S+1 = 2
HOMO (alpha / beta) = -4.71 / -4.27 eV
<S²> = 0.771
Orbital gap (alpha / beta) = 6.8 / 6.4 eV
Charge = -1

Each line ends with the Löwdin charge.
Atoms and positions in Å:
Cr: 0.433 0.336 -0.214  0.56
Cl: 2.521 2.425 2.254  0.66
S: 0.913 -1.498 1.571  0.72
S: -3.198 -1.669 -0.833  0.63
O: 1.760 3.615 2.064  -0.33
O: 0.341 -1.816 -2.270  0.16
O: 1.887 1.335 1.619  -0.37
O: -2.666 -2.722 -1.661  -0.29
O: 2.778 2.179 3.611  -0.27
O: -0.914 -0.057 -2.959  0.16
O: 3.792 2.642 1.559  -0.35
O: -4.034 -0.691 -1.495  -0.31
N: -7.166 -4.667 2.426  0.08
N: -1.147 1.004 0.730  -0.03
N: -3.352 0.293 1.287  0.14
N: -1.953 -0.921 -0.120  -0.06
N: 3.338 3.567 -0.866  -0.18
N: 2.143 -0.610 -0.520  -0.11
C: -2.496 -3.036 -7.849  -0.05
C: 0.203 2.045 -1.412  -0.11
C: -0.298 -2.006 -8.482  -0.06
C: -1.083 -1.921 -6.118  -0.19
C: 2.660 2.520 -1.718  -0.09
C: -6.151 -3.919 1.840  -0.34
C: 3.116 -0.688 -1.443  -0.14
C: -0.102 -2.062 -3.522  -0.20
C: -4.263 -2.506 0.363  -0.27
C: -0.869 -0.972 -3.950  -0.18
C: -4.943 -4.516 1.475  -0.04
C: 0.155 -3.111 -4.378  0.02
C: -4.009 -3.812 0.735  -0.06
C: 2.567 4.795 -0.647  -0.02
C: 4.681 3.858 -1.370  -0.02
C: -1.529 -1.877 -7.573  -0.56
C: 0.959 3.731 -3.039  -0.09
C: -1.100 2.419 -1.800  -0.10
C: -3.473 1.353 2.062  -0.12
C: 4.331 -1.295 -1.220  -0.08
C: 2.303 -1.346 0.623  -0.77
C: 3.542 -1.925 0.943  -0.09
C: -0.332 4.049 -3.395  -0.10
C: -0.349 -3.018 -5.668  -0.05
C: -5.416 -1.876 0.791  -0.08
C: 1.216 2.788 -2.041  -0.26
C: -2.190 0.122 0.640  -0.48
C: 4.571 -1.872 0.033  -0.08
C: -6.350 -2.573 1.535  -0.04
C: -1.367 3.396 -2.738  -0.08
C: -1.360 -0.880 -5.234  0.07
C: -1.300 2.066 1.507  -0.09
C: -2.239 -0.569 -7.932  -0.07
C: -2.463 2.290 2.225  -0.05
B: -0.165 -0.569 -1.904  -0.57
H: 3.485 3.143 0.102  0.08
H: 2.457 5.357 -1.572  0.10
H: -1.921 -0.006 -5.513  0.12
H: 4.623 4.301 -2.366  0.10
H: -7.262 -2.094 1.865  0.10
H: -5.563 -0.847 0.513  0.10
H: -6.877 -5.514 2.891  0.08
H: -2.567 3.153 2.859  0.09
H: 0.200 -2.961 -8.338  0.07
H: 3.647 -2.412 1.899  0.10
H: -4.758 -5.545 1.751  0.10
H: 5.259 2.938 -1.416  0.11
H: 5.078 -1.320 -1.997  0.09
H: 1.585 4.536 -0.259  0.10
H: -2.844 -2.993 -8.881  0.08
H: -3.091 -4.280 0.414  0.11
H: -2.390 3.626 -2.999  0.10
H: 3.227 2.437 -2.648  0.13
H: -2.014 -3.996 -7.685  0.07
H: 5.187 4.546 -0.696  0.10
H: 3.078 5.398 0.100  0.11
H: -3.356 -2.967 -7.188  0.09
H: -1.591 0.287 -7.752  0.08
H: -0.142 -3.831 -6.350  0.10
H: -0.465 2.756 1.541  0.10
H: 2.720 1.581 -1.171  0.09
H: -2.501 -0.581 -8.990  0.08
H: -1.948 1.885 -1.392  0.10
H: -7.863 -4.140 2.930  0.08
H: -0.595 -1.927 -9.527  0.08
H: 0.412 -1.213 -8.260  0.09
H: -4.422 1.444 2.577  0.11
H: 1.786 4.202 -3.561  0.10
H: -3.154 -0.453 -7.358  0.08
H: 2.887 -0.235 -2.401  0.13
H: 0.737 -3.962 -4.059  0.11
H: -0.530 4.761 -4.185  0.09
H: 5.540 -2.284 0.268  0.10

# 2
The following is a quantum chemistry calculation of a structure of composition C21H27CsN4O4S at a distorted geometry, from the Open Molecules 2025 dataset.

LUMO energy = -0.03 eV
HOMO = -6.63 eV
Orbital gap = 6.6 eV

Each line ends with the Löwdin charge.
Atoms and positions in Å:
Cs: 0.409 -0.096 0.008  1.43
S: 3.425 0.527 -0.423  0.35
O: -2.492 -0.044 2.787  -0.15
O: 0.231 -1.031 2.631  -0.29
O: 0.300 1.768 1.814  -0.39
O: -2.142 1.499 0.461  -0.23
N: 1.612 -1.473 -1.993  -0.15
N: -1.168 -1.331 -2.266  0.03
N: 4.832 -1.699 -0.676  0.04
N: 2.906 -1.825 -1.808  -0.04
C: -3.085 -1.365 -3.712  -0.07
C: 3.298 -4.263 -5.895  -0.10
C: 1.838 -2.757 -4.052  -0.21
C: -3.447 1.092 0.805  -0.18
C: -3.607 0.637 2.258  -0.17
C: 2.860 -2.168 -4.792  -0.03
C: -0.927 -1.812 2.888  -0.18
C: -0.392 -1.741 -3.284  -0.21
C: -2.287 -1.776 -4.766  -0.06
C: 3.656 -1.078 -1.010  -0.95
C: 2.282 -4.858 -5.160  -0.09
C: 3.583 -2.915 -5.710  -0.08
C: -0.812 2.538 2.229  -0.18
C: -2.468 -1.155 -2.491  -0.15
C: 0.465 0.036 3.551  -0.18
C: -2.157 -1.280 2.182  -0.19
C: 1.114 1.209 2.839  -0.21
C: -1.687 2.733 1.007  -0.16
C: -0.935 -1.968 -4.553  -0.01
C: 1.062 -1.959 -3.052  -0.22
C: 1.554 -4.105 -4.248  -0.04
H: 3.867 -4.847 -6.608  0.10
H: 4.377 -2.446 -6.278  0.10
H: 5.074 -2.505 -1.230  0.08
H: -0.290 -2.288 -5.359  0.12
H: -0.485 3.518 2.599  0.14
H: -1.090 3.212 0.229  0.14
H: 1.145 -0.301 4.340  0.14
H: -2.973 -2.007 2.287  0.14
H: -0.723 -2.821 2.526  0.14
H: 0.760 -4.568 -3.672  0.12
H: 2.058 -5.909 -5.295  0.10
H: 5.576 -1.092 -0.380  0.06
H: -3.691 0.279 0.122  0.10
H: -4.167 1.900 0.622  0.13
H: -2.713 -1.948 -5.747  0.11
H: -3.759 1.495 2.914  0.13
H: -0.475 0.340 4.013  0.12
H: -4.508 0.013 2.317  0.13
H: 3.096 -1.124 -4.627  0.12
H: -1.126 -1.867 3.962  0.14
H: -2.531 3.388 1.248  0.13
H: -1.367 2.031 3.020  0.11
H: 2.035 0.887 2.344  0.10
H: -1.941 -1.152 1.113  0.07
H: 1.369 1.968 3.587  0.14
H: -4.149 -1.210 -3.827  0.10
H: -3.058 -0.833 -1.639  0.09

# 3
The following is a quantum chemistry calculation of a structure of composition C31H18AsClF5O2SSc at a distorted geometry, from the Open Molecules 2025 dataset.

LUMO energy = -0.99 eV
HOMO = -8.07 eV
Orbital gap = 7.1 eV

Each line ends with the Löwdin charge.
Atoms and positions in Å:
As: 1.365 0.301 0.383  1.30
Sc: -1.496 0.065 0.610  0.81
Cl: -8.025 -3.011 0.958  0.73
S: -0.665 1.492 2.507  0.56
F: -2.218 -1.062 -5.515  0.08
F: -3.003 1.400 -4.687  0.15
F: -2.571 2.208 -2.176  0.07
F: -0.399 -1.914 -1.273  0.03
F: -0.935 -2.756 -3.881  0.10
O: -2.551 -1.489 1.248  -0.10
O: -3.358 1.125 0.929  -0.11
C: 2.747 -2.129 0.277  -0.17
C: -4.787 -0.813 1.010  -0.14
C: -2.303 0.663 -3.867  -0.16
C: 2.210 4.478 -1.657  -0.07
C: -3.764 -1.764 1.104  -0.37
C: 1.503 2.172 -1.848  -0.11
C: 2.719 -0.902 -0.306  -0.39
C: -2.091 0.989 -2.510  -0.25
C: 2.725 1.115 4.743  -0.08
C: 2.261 4.296 -0.254  -0.06
C: 1.365 1.371 4.374  -0.11
C: -4.107 -3.110 1.094  0.01
C: -1.886 -0.611 -4.263  -0.10
C: 2.013 0.669 2.145  -0.43
C: 1.005 1.093 3.063  -0.66
C: 2.057 3.033 0.292  -0.09
C: 4.663 -2.801 -1.007  -0.06
C: 3.607 -0.593 -1.337  -0.08
C: -0.997 -1.062 -2.134  -0.26
C: -1.466 0.165 -1.626  -0.10
C: -5.387 -3.468 1.048  -0.09
C: -6.075 -1.227 1.025  -0.07
C: -1.189 -1.498 -3.437  -0.13
C: -6.407 -2.550 0.999  -0.71
C: -4.507 0.591 1.055  -0.08
C: 3.285 0.399 2.573  -0.11
C: 3.677 0.655 3.868  -0.11
C: 4.613 -1.531 -1.673  -0.05
C: 1.772 3.425 -2.443  -0.07
C: 3.674 -3.076 -0.054  -0.10
C: 1.661 1.970 -0.501  -0.39
H: 5.484 -3.462 -1.113  0.09
H: 3.112 1.494 5.780  0.14
H: 2.020 -2.427 1.071  0.13
H: 4.662 0.552 4.248  0.09
H: 2.136 2.885 1.388  0.11
H: 2.624 5.101 0.310  0.08
H: -6.861 -0.560 1.050  0.10
H: 2.324 5.464 -2.101  0.10
H: 1.238 1.358 -2.450  0.08
H: -3.261 -3.780 1.170  0.14
H: -5.658 -4.530 1.078  0.13
H: 4.051 0.040 1.885  0.11
H: 1.609 3.589 -3.506  0.11
H: 3.539 -4.125 0.345  0.13
H: -5.402 1.236 1.149  0.15
H: 0.675 1.773 5.065  0.08
H: 5.346 -1.304 -2.451  0.10
H: 3.626 0.387 -1.775  0.09

# 4
The following is a quantum chemistry calculation of a structure of composition C27H40ClN6O7RuS2, from the Open Molecules 2025 dataset.

LUMO energy (alpha / beta) = 0.17 / -0.94 eV
2S+1 = 6
HOMO (alpha / beta) = -7.95 / -8.03 eV
<S²> = 8.758
Orbital gap (alpha / beta) = 8.1 / 7.1 eV

Each line ends with the Löwdin charge.
Atoms and positions in Å:
Ru: -0.510 -0.269 -0.150  1.64
Cl: -0.632 -7.142 3.921  0.66
S: -3.658 -0.099 0.079  1.01
S: -0.185 1.618 -2.235  0.31
O: -1.632 -2.036 -0.271  -0.25
O: -0.111 1.142 -3.593  -0.32
O: -2.499 0.281 1.002  -0.61
O: -1.440 1.038 -1.537  -0.51
O: -2.157 -3.725 -1.632  0.07
O: 0.892 0.942 -1.379  -0.46
O: -0.155 3.048 -2.052  -0.32
N: 0.306 0.197 1.887  0.02
N: 1.390 -1.435 0.041  0.02
N: -0.641 2.242 2.320  -0.12
N: 2.022 -1.668 -2.169  -0.12
N: -1.048 0.505 3.801  -0.14
N: 3.530 -0.764 -0.664  -0.14
C: 1.218 -0.764 2.359  -0.24
C: -0.527 -4.713 2.742  -0.09
C: -1.905 -5.569 0.482  -0.01
C: 2.756 -2.528 1.746  -0.03
C: 2.307 -1.302 -0.912  -0.40
C: -0.808 -3.827 1.713  -0.02
C: 2.501 -0.892 -3.309  -0.04
C: 3.168 -2.648 3.065  -0.09
C: 2.627 -1.810 4.027  -0.09
C: -1.790 -3.295 -0.556  -0.61
C: -4.898 1.198 0.400  -0.29
C: 3.699 0.266 0.341  -0.02
C: 1.662 -0.876 3.676  -0.04
C: -5.565 -0.596 1.906  -0.23
C: -1.493 -4.244 0.580  -0.13
C: -1.483 -0.875 3.901  -0.03
C: -1.652 -6.462 1.510  -0.10
C: -6.115 0.536 1.040  -0.23
C: -0.962 -6.023 2.631  -0.67
C: 0.222 2.906 1.348  -0.02
C: -1.232 1.324 4.981  -0.05
C: -4.599 -1.345 1.000  -0.30
C: 4.732 -1.224 -1.323  -0.05
C: -1.898 2.924 2.573  -0.05
C: -0.440 0.962 2.676  -0.40
C: 1.808 -1.581 1.376  -0.28
C: 0.853 -2.483 -2.455  -0.03
H: 0.672 -3.180 -1.643  0.08
H: -0.801 0.812 5.847  0.09
H: 1.038 -3.041 -3.373  0.10
H: 0.367 3.939 1.669  0.10
H: -6.771 0.124 0.270  0.12
H: -3.859 -1.970 1.497  0.09
H: -2.290 1.508 5.189  0.09
H: -6.350 -1.252 2.281  0.12
H: -2.474 -0.892 4.360  0.10
H: 4.155 -0.122 1.256  0.10
H: 0.028 -4.394 3.613  0.10
H: -0.725 2.277 4.857  0.09
H: 5.455 -1.553 -0.570  0.09
H: -0.468 -2.805 1.785  0.08
H: -4.393 1.869 1.095  0.08
H: -2.421 -5.885 -0.413  0.12
H: -6.697 1.261 1.611  0.12
H: 2.730 0.704 0.568  0.07
H: -0.041 -1.867 -2.607  0.09
H: -1.763 3.779 3.240  0.10
H: -2.617 2.232 3.001  0.08
H: -5.121 -1.950 0.256  0.10
H: -2.287 3.284 1.620  0.10
H: -1.559 -1.301 2.904  0.07
H: 3.099 -0.054 -2.964  0.09
H: 2.952 -1.879 5.057  0.10
H: -0.807 -1.483 4.508  0.09
H: 1.271 -0.210 4.434  0.11
H: 1.637 -0.482 -3.834  0.08
H: 3.089 -1.517 -3.984  0.09
H: 3.168 -3.174 0.981  0.12
H: 5.193 -0.432 -1.919  0.09
H: -1.975 -7.492 1.448  0.10
H: 1.182 2.402 1.303  0.08
H: 4.504 -2.064 -1.974  0.09
H: -5.097 1.731 -0.527  0.10
H: -0.218 2.911 0.346  0.07
H: -5.029 -0.187 2.767  0.11
H: 3.907 -3.390 3.336  0.10
H: 4.337 1.049 -0.073  0.10

For reference, relative energy (zero: lowest compared OMol25 entry of this formula, charge and spin) by record: 44.9; 20.1; 0.0; 1.8 kcal per mole.